[1]
Computed, not measured: a structure of composition C29H37BBaN10O3, with ωB97M-V/def2-TZVPD.

Structure (XYZ):
```
81
C29H37BBaN10O3, DFT ωB97M-V/def2-TZVPD
Ba -0.64914 0.87645 0.07591
C 4.68389 -2.40738 -2.45791
C 4.41279 -2.41247 -1.08000
N 3.26628 -1.81060 -0.80495
N 2.75751 -1.41983 -1.99714
C 3.58879 -1.77229 -2.99790
B 1.46660 -0.59371 -2.00020
N 1.80883 0.89796 -2.25544
C 2.94572 1.44378 -2.71279
C 2.76537 2.81088 -2.80736
C 1.45658 3.00978 -2.37014
N 0.88392 1.85741 -2.03766
N 0.39071 -1.07674 -3.00831
C 0.42975 -1.76694 -4.15770
C -0.85337 -1.87279 -4.65162
C -1.63133 -1.20227 -3.70200
N -0.88290 -0.72260 -2.71711
H 5.53199 -2.81556 -2.97861
H 5.00508 -2.82888 -0.27951
H 3.37205 -1.52005 -4.02318
H 0.97819 -0.75715 -0.92027
H 3.81078 0.83928 -2.92659
H 3.47657 3.54584 -3.14089
H 0.90506 3.93155 -2.27095
H 1.35455 -2.14921 -4.55472
H -1.17373 -2.36433 -5.55296
H -2.69947 -1.04841 -3.69382
C 4.57768 1.36800 0.99482
N 3.80733 0.59598 1.95740
C 4.56837 -0.24178 2.86036
C 2.47612 0.48686 1.79735
O 1.85883 1.14562 0.97364
C 1.75147 -0.52872 2.66816
O 0.44498 -0.71699 2.15728
C -0.12744 -1.92752 2.60442
C -1.13422 -2.39081 1.55768
O -1.51442 -1.61398 0.69253
N -1.51692 -3.68025 1.58514
C -2.36732 -4.19331 0.52400
C -1.19775 -4.60032 2.65898
H 5.19772 0.69230 0.40045
H 5.21500 2.08142 1.51926
H 3.89848 1.89943 0.33597
H 4.91125 -1.15789 2.36849
H 3.98812 -0.50357 3.74227
H 5.44052 0.31660 3.19916
H 1.71166 -0.19022 3.71116
H 2.30168 -1.47405 2.62405
H -0.61896 -1.78676 3.57580
H 0.64751 -2.69183 2.71742
H -2.31470 -3.52482 -0.32978
H -3.40480 -4.26910 0.85768
H -2.01330 -5.18396 0.23745
H -0.80575 -4.07836 3.52709
H -0.47002 -5.34819 2.33376
H -2.10723 -5.11548 2.97196
C -4.57181 1.22324 -0.08163
N -3.33749 1.64269 0.57263
C -3.43493 2.65047 1.36548
C -2.34584 3.28876 2.03833
C -2.42520 4.38427 2.90308
C -1.11569 4.66271 3.29974
C -0.31532 3.71731 2.64671
N -1.03979 2.88294 1.88694
C -4.62707 1.76677 -1.48928
C -5.61418 2.65449 -1.88818
C -5.61362 3.18228 -3.17520
C -4.61795 2.83250 -4.06992
C -3.62094 1.94328 -3.67983
C -3.63452 1.41478 -2.40278
H -5.45209 1.56164 0.48080
H -4.60273 0.13023 -0.11444
H -4.42566 3.08222 1.56041
H -3.32762 4.90327 3.19108
H -0.78099 5.44568 3.96163
H 0.76177 3.62163 2.69611
H -6.38806 2.94360 -1.18629
H -6.39004 3.87542 -3.47315
H -4.61228 3.25109 -5.06814
H -2.83386 1.66378 -4.36888
H -2.86129 0.71242 -2.10895
```

Summary:
**E**: -1951.07715 a.u.
**2S+1**: 1
**Energy above the lowest of the compared OMol25 structures with the same formula, charge and spin**: 25.8 kcal/mol



[2]
Computed, not measured: a structure of composition C5H7O2S in a non-equilibrium geometry, with ωB97M-V/def2-TZVPD.

Structure (XYZ):
```
15
C5H7O2S, DFT ωB97M-V/def2-TZVPD
C 4.28582 1.02486 -0.78305
C 3.38793 0.32779 -0.44891
C -0.85326 -0.90496 -0.37588
C -0.55602 -0.01489 0.83736
C 0.60461 0.96694 0.74787
O 0.91529 1.56043 1.77564
O 1.93029 -1.69061 -0.89307
S 2.18603 -0.67728 0.21484
H 5.11677 1.68560 -1.25712
H -1.51959 -1.54780 0.00750
H 0.04487 -1.36307 -0.64072
H -1.28891 -0.27108 -1.24570
H -0.40198 -0.68201 1.64730
H -1.52169 0.43956 1.05541
H 0.75195 1.53032 -0.22030
```

Summary:
**E**: -743.28025 a.u.
**2S+1**: 1
**Energy above the lowest of the compared OMol25 structures with the same formula, charge and spin**: 88.5 kcal/mol
**Net charge**: -1



[3]
Computed, not measured: a cluster of 2 separate species, C27H25N3 in total in a non-equilibrium geometry, with ωB97M-V/def2-TZVPD.

Structure (XYZ):
```
55
C27H25N3, DFT ωB97M-V/def2-TZVPD
C -4.81076 -0.66353 -3.38737
C -4.41155 0.61832 -3.70469
C -3.29478 1.16074 -3.10754
C -2.57535 0.43048 -2.17503
C -1.34499 1.04699 -1.54755
C -0.10685 0.78903 -2.37278
C 0.90647 1.73306 -2.39185
C 2.05128 1.51309 -3.12812
C 2.19324 0.34648 -3.85005
C 1.20052 -0.60903 -3.82241
C 0.05633 -0.38883 -3.08662
C -1.13075 0.60240 -0.08653
C -2.35125 0.83379 0.82557
C -1.74656 1.01215 2.22367
C -0.36114 1.62319 1.96671
N 0.00532 1.31599 0.56579
C -2.97235 -0.86642 -1.88162
C -4.09248 -1.40600 -2.47436
H -5.69532 -1.08192 -3.83599
H -4.97834 1.20163 -4.40962
H -2.97606 2.15934 -3.35607
H -1.50201 2.13591 -1.53220
H 0.79108 2.63618 -1.81520
H 2.82617 2.26036 -3.14205
H 3.08467 0.17777 -4.42881
H 1.30707 -1.52280 -4.38177
H -0.72018 -1.13354 -3.07199
H -0.89865 -0.47168 -0.09786
H -2.87086 1.74367 0.50898
H -3.07335 0.01124 0.76787
H -2.36397 1.64099 2.87624
H -1.64613 0.04069 2.72134
H -0.39885 2.71228 2.06565
H 0.39505 1.26484 2.67444
H 0.85416 0.74994 0.50369
H -2.40703 -1.45841 -1.18224
H -4.40527 -2.40263 -2.20962
N -0.47156 -3.97449 0.60392
C 0.44547 -3.36056 0.97021
C 1.51018 -2.60292 1.45917
C 2.76042 -2.70504 0.84336
N 3.81677 -2.77941 0.36538
C 1.31583 -1.85084 2.56144
C 2.32795 -1.00493 3.19021
C 3.10491 -0.12268 2.43863
C 4.02386 0.69522 3.04934
C 4.20820 0.63326 4.41355
C 3.46418 -0.24940 5.17089
C 2.52475 -1.05351 4.56942
H 0.34995 -1.88978 3.03651
H 2.98689 -0.09813 1.36913
H 4.59426 1.39117 2.45793
H 4.92631 1.27820 4.88878
H 3.61919 -0.30621 6.23425
H 1.95589 -1.75570 5.15788
```

Summary:
**SMILES**: c1ccc(C(c2ccccc2)[C@@H]2CCCN2)cc1.N#CC(C#N)=Cc1ccccc1
**E**: -1208.09303 a.u.
**2S+1**: 1



[4]
Computed, not measured: the molecule C17H33N3O3S, with ωB97M-V/def2-TZVPD.

Structure (XYZ):
```
57
C17H33N3O3S, DFT ωB97M-V/def2-TZVPD
C 2.93564 2.31933 0.64666
C 2.53354 1.97602 1.85663
C 1.39636 2.63239 2.58382
N 0.30172 1.70016 2.75432
C 0.20430 0.89161 3.81914
S 1.01719 1.10403 5.23721
N -0.73905 -0.10843 3.76261
N -1.23673 -0.59130 2.55662
C -0.47606 -1.31496 1.68381
O 0.67951 -1.58607 1.91214
C -1.22936 -1.79561 0.45014
C -1.50856 -3.29637 0.61048
C -2.44990 -3.59929 1.77384
C -2.76618 -5.09034 1.87123
C -3.70187 -5.39385 3.03470
C -0.36254 -1.52884 -0.78437
C -0.25736 -0.02423 -1.07091
O 0.12299 0.68874 0.08214
C 0.71660 0.23957 -2.22177
O 0.71854 1.61205 -2.50550
C 1.63899 1.97335 -3.51093
C 1.55683 3.48256 -3.74274
C 2.67314 3.93445 -4.67935
C 0.18702 3.85617 -4.30119
H 3.74977 1.81562 0.15205
H 2.47668 3.13077 0.10553
H 2.99136 1.15136 2.38665
H 1.02701 3.49669 2.02750
H 1.71886 2.94246 3.58237
H -0.13798 1.40259 1.89003
H -0.63973 -0.79195 4.50667
H -2.18505 -0.32495 2.32921
H -2.17609 -1.25553 0.35476
H -0.55920 -3.81211 0.76640
H -1.94869 -3.67282 -0.31583
H -1.99289 -3.27149 2.70983
H -3.38247 -3.04352 1.64364
H -3.22633 -5.42362 0.93819
H -1.83537 -5.64652 1.99903
H -3.91399 -6.45885 3.08648
H -3.25121 -5.08800 3.97620
H -4.64367 -4.86193 2.91721
H -0.78364 -2.03314 -1.65433
H 0.63492 -1.93211 -0.59447
H -1.23961 0.37961 -1.33998
H 1.07421 0.57030 0.22292
H 0.41468 -0.34127 -3.10801
H 1.72804 -0.09212 -1.92737
H 1.40923 1.43243 -4.44293
H 2.65840 1.69189 -3.20054
H 1.68137 3.96826 -2.77009
H 2.58252 3.43891 -5.64383
H 2.61659 5.00812 -4.83895
H 3.64993 3.69975 -4.26254
H -0.59214 3.49108 -3.63810
H 0.04514 3.41329 -5.28504
H 0.09459 4.93564 -4.39139
```

Summary:
**SMILES**: C=CCNC(=S)NNC(=O)[C@H](CCCC)C[C@@H](O)COCC(C)C
**E**: -1455.72932 a.u.
**2S+1**: 1
**Energy above the lowest of the compared OMol25 structures with the same formula, charge and spin**: 24.4 kcal/mol